Here is a 9-piece molecular cluster, C28H75ClN5O12 overall from the OMol25 dataset. Energies are from ωB97M-V/def2-TZVPD.

```
! wB97M-V def2-TZVPD RIJCOSX def2/J DEFGRID3
* xyz -1 1
Cl 31.4780 31.1707 26.7549
O 31.2658 32.5899 26.7213
O 31.0088 30.7552 28.0534
O 30.7109 30.6392 25.6635
O 32.8823 30.8739 26.6610
C 34.1554 32.5151 30.7365
C 34.3565 31.3150 31.6758
C 33.9420 31.7121 33.0829
C 33.6079 30.5182 33.9813
C 32.5382 29.6515 33.3382
C 32.9664 29.1662 31.9335
N 33.4062 30.3058 31.1756
O 33.7219 29.9439 29.8567
C 34.0042 28.0264 31.9932
C 31.7212 28.5470 31.2807
C 35.8396 30.8683 31.6646
H 33.0879 32.6178 30.5367
H 34.7161 32.4144 29.8088
H 34.4134 33.4648 31.2151
H 34.7108 32.2347 33.6659
H 33.1191 32.4327 33.0682
H 33.4109 30.9463 34.9682
H 34.4567 29.8459 34.1530
H 31.5578 30.1268 33.3965
H 32.4912 28.7880 34.0136
H 33.5960 27.1303 32.4613
H 34.2565 27.7525 30.9675
H 34.9333 28.3404 32.4725
H 31.0184 27.9597 31.8781
H 31.0288 29.3442 30.9727
H 31.9374 28.0158 30.3531
H 36.1088 30.1949 32.4764
H 36.4823 31.7506 31.6457
H 36.0564 30.3513 30.7260
H 33.1083 30.4465 29.2992
C 27.5533 32.2736 27.6784
O 26.9460 33.2276 26.8204
H 27.4848 31.2657 27.2515
H 28.6280 32.4491 27.7518
H 27.1389 32.2816 28.6892
H 26.0105 33.2798 27.0256
C 36.3063 30.2739 26.4339
O 35.6655 31.1215 25.4991
H 37.3206 30.6575 26.5603
H 35.7600 30.3600 27.3784
H 36.4090 29.2304 26.1179
H 34.7169 30.9422 25.4911
C 32.8773 32.5724 23.4174
O 31.7323 33.3861 23.3087
H 33.5973 32.8931 24.1754
H 32.7574 31.5135 23.6727
H 33.5127 32.5978 22.5208
H 31.4156 33.2358 22.4134
C 33.5711 39.2628 28.2183
C 32.8264 38.0356 27.6924
C 32.1560 37.2019 28.7808
O 31.6443 36.0066 28.2456
C 31.3654 35.1346 29.3198
N 31.9435 38.3244 26.5540
H 33.0380 39.8251 28.9872
H 33.6865 39.9178 27.3523
H 34.5797 38.9783 28.5232
H 33.5266 37.3545 27.1894
H 31.3903 37.8404 29.2463
H 32.9557 37.0126 29.5079
H 30.7578 34.2960 28.9797
H 30.9232 35.5996 30.2052
H 32.2660 34.6154 29.6757
H 31.3130 39.0549 26.9153
H 32.4119 38.8885 25.8481
C 27.8753 31.9906 23.0445
C 28.4346 33.3720 23.4076
C 27.3696 34.4599 23.3798
O 27.9144 35.6728 23.8666
C 26.9792 36.7113 23.8811
N 29.0351 33.2670 24.7428
H 27.3221 32.0447 22.0880
H 27.1314 31.5607 23.7154
H 28.7275 31.3274 22.9070
H 29.1784 33.6355 22.6519
H 26.4857 34.2144 23.9874
H 27.0035 34.6697 22.3632
H 26.8841 37.1949 22.8997
H 27.3365 37.5319 24.5065
H 26.0278 36.3500 24.2805
H 28.2819 32.9073 25.3249
H 29.6748 32.4784 24.7676
C 30.8237 27.1128 25.1102
C 31.3570 26.7653 26.4830
C 32.8055 27.1281 26.7586
O 33.2079 26.6383 28.0205
C 34.5998 26.8231 28.2289
N 30.4327 27.3972 27.4663
H 29.8241 26.6808 25.0525
H 31.4051 26.6534 24.3014
H 30.7593 28.1654 24.8329
H 31.1455 25.6982 26.6262
H 32.8509 28.2246 26.7560
H 33.4231 26.6801 25.9680
H 35.2062 26.4039 27.4152
H 34.7846 26.3415 29.1840
H 34.8235 27.8950 28.1833
H 30.7870 27.2682 28.4072
H 30.4861 28.3911 27.2384
C 35.5086 36.9136 22.8137
C 34.4208 36.2472 23.6574
C 34.8723 36.0023 25.0939
O 33.8544 35.2598 25.7202
C 34.4126 34.4087 26.6844
N 33.1865 37.0633 23.5348
H 35.1391 37.2521 21.8453
H 36.3564 36.2299 22.6999
H 35.8315 37.8625 23.2601
H 34.1232 35.3141 23.1723
H 35.0915 36.9438 25.6141
H 35.8317 35.4952 24.9268
H 35.1385 33.6880 26.2789
H 33.6350 33.8631 27.2164
H 35.0532 34.8795 27.4522
H 33.4091 38.0397 23.7547
H 32.9704 37.2146 22.5511
*
```

Computed properties:
Energy above the lowest of the compared OMol25 structures with the same formula, charge and spin ... 0.000 eV
HOMO energy ... -5.4209 eV

These are the Mulliken partial charges, in e, on atoms 1 to 99: atom 1 (Cl): 1.02, atom 2 (O): -0.54, atom 3 (O): -0.61, atom 4 (O): -0.55, atom 5 (O): -0.35, atom 6 (C): -2.52, atom 7 (C): 2.33, atom 8 (C): -1.25, atom 9 (C): -0.80, atom 10 (C): -1.10, atom 11 (C): 1.57, atom 12 (N): 0.11, atom 13 (O): 0.69, atom 14 (C): -1.37, atom 15 (C): -2.00, atom 16 (C): -1.85, atom 17 (H): 0.51, atom 18 (H): 0.28, atom 19 (H): 0.50, atom 20 (H): 0.40, atom 21 (H): 0.39, atom 22 (H): 0.41, atom 23 (H): 0.29, atom 24 (H): 0.38, atom 25 (H): 0.43, atom 26 (H): 0.47, atom 27 (H): -0.09, atom 28 (H): 0.34, atom 29 (H): 0.35, atom 30 (H): 0.45, atom 31 (H): 0.17, atom 32 (H): 0.34, atom 33 (H): 0.49, atom 34 (H): 0.23, atom 35 (H): -0.15, atom 36 (C): -0.64, atom 37 (O): -0.50, atom 38 (H): 0.28, atom 39 (H): 0.08, atom 40 (H): 0.42, atom 41 (H): 0.27, atom 42 (C): -0.29, atom 43 (O): -0.53, atom 44 (H): 0.32, atom 45 (H): -0.11, atom 46 (H): 0.25, atom 47 (H): 0.30, atom 48 (C): -0.46, atom 49 (O): -0.36, atom 50 (H): -0.09, atom 51 (H): 0.21, atom 52 (H): 0.46, atom 53 (H): 0.22, atom 54 (C): -1.59, atom 55 (C): 1.72, atom 56 (C): -0.94, atom 57 (O): -0.10, atom 58 (C): -0.46, atom 59 (N): -0.58, atom 60 (H): 0.36, atom 61 (H): 0.42, atom 62 (H): 0.38, atom 63 (H): -0.80, atom 64 (H): 0.32, atom 65 (H): 0.33, atom 66 (H): 0.02, atom 67 (H): 0.46, atom 68 (H): 0.10, atom 69 (H): 0.26, atom 70 (H): 0.18, atom 71 (C): -1.56, atom 72 (C): 0.85, atom 73 (C): -1.00, atom 74 (O): -0.17, atom 75 (C): -0.81, atom 76 (N): 0.08, atom 77 (H): 0.45, atom 78 (H): 0.29, atom 79 (H): 0.34, atom 80 (H): 0.18, atom 81 (H): 0.30, atom 82 (H): 0.41, atom 83 (H): 0.30, atom 84 (H): 0.22, atom 85 (H): 0.30, atom 86 (H): -0.04, atom 87 (H): -0.02, atom 88 (C): -1.44, atom 89 (C): 0.30, atom 90 (C): 0.11, atom 91 (O): -0.36, atom 92 (C): -0.65, atom 93 (N): -0.77, atom 94 (H): 0.37, atom 95 (H): 0.40, atom 96 (H): 0.17, atom 97 (H): 0.28, atom 98 (H): -0.15, atom 99 (H): 0.42

=====

Here is a 8-piece molecular cluster, C28H76N6O12 overall from the OMol25 dataset. Energies are from ωB97M-V/def2-TZVPD.

```
! wB97M-V def2-TZVPD RIJCOSX def2/J DEFGRID3
* xyz 1 2
C 4.0715 8.3126 -6.2107
O 4.4528 6.9285 -5.7856
C 5.5385 6.7472 -4.9550
C 6.2183 5.4883 -5.5983
N 5.6699 4.1761 -5.0801
C 5.8932 3.9380 -3.6820
C 5.2278 2.6698 -3.1401
O 3.8539 2.9268 -2.7447
C 2.8892 1.9117 -3.0209
H 4.9368 8.9593 -6.3562
H 3.4928 8.8870 -5.4874
H 3.4935 8.5123 -7.1130
H 5.1696 6.7917 -3.9302
H 6.2696 7.5348 -5.1370
H 7.2957 5.4577 -5.4360
H 6.0598 5.4384 -6.6756
H 4.6874 4.0218 -5.2562
H 5.5835 4.7446 -3.0174
H 6.9461 3.6708 -3.5916
H 5.7380 2.4030 -2.2146
H 5.3217 1.9266 -3.9318
H 1.9262 2.2171 -2.6118
H 3.0824 0.9333 -2.5811
H 2.7549 1.7259 -4.0865
C -3.7631 -1.1447 0.5739
O -4.3396 0.1570 0.4575
C -5.8131 0.4071 0.6587
C -6.6183 -0.4941 1.6101
N -6.5059 -0.1805 2.9899
C -7.0401 1.1292 3.4292
C -8.5656 1.3449 3.5562
O -9.0276 2.5663 3.0310
C -10.4836 2.5409 2.6984
H -2.6791 -1.0325 0.5931
H -4.0820 -1.7937 -0.2417
H -4.0564 -1.6413 1.4989
H -6.2515 0.1654 -0.3096
H -6.0095 1.4698 0.8010
H -6.4197 -1.5343 1.3520
H -7.6883 -0.4742 1.4028
H -6.4571 -0.9036 3.6934
H -6.7186 1.9139 2.7445
H -6.4499 1.4619 4.2831
H -8.9476 1.3173 4.5767
H -9.0728 0.5304 3.0391
H -10.7849 1.9456 1.8365
H -10.7633 3.5400 2.3642
H -11.2217 2.2527 3.4469
C 1.4186 -3.8806 -3.5965
O 2.4476 -4.1074 -2.6550
C 2.3405 -5.4573 -2.0708
C 3.7371 -5.6817 -1.4552
N 3.8650 -5.4571 0.0027
C 2.8082 -6.0141 0.7479
C 2.4743 -7.5273 0.5158
O 3.5963 -8.3715 0.8233
C 3.3386 -9.7231 0.6235
H 1.4709 -2.8538 -3.9586
H 0.4149 -3.9969 -3.1877
H 1.5123 -4.4335 -4.5312
H 2.2911 -6.1536 -2.9079
H 1.4505 -5.5184 -1.4443
H 4.4709 -5.0079 -1.8976
H 4.0240 -6.7056 -1.6947
H 4.8144 -5.6447 0.2916
H 1.9651 -5.4071 0.4180
H 2.9239 -5.8640 1.8213
H 2.1722 -7.6828 -0.5199
H 1.7948 -7.8696 1.2963
H 2.8853 -9.9371 1.5914
H 4.2909 -10.2502 0.5650
H 2.7790 -9.9463 -0.2849
C -0.1478 -2.3588 4.9510
O -0.0600 -1.3017 3.9632
C 0.7747 -0.2177 4.1888
C 0.7516 0.8107 2.9971
N -0.5784 1.4026 2.8609
C -0.6190 2.4252 3.8700
C -1.7019 3.4626 3.6813
O -1.8808 4.4152 4.7086
C -3.0643 5.2775 4.6211
H 0.8553 -2.7742 5.0476
H -0.7755 -3.1948 4.6425
H -0.4926 -1.9962 5.9193
H 1.7078 -0.7789 4.1396
H 0.5896 0.1538 5.1967
H 0.8983 0.1187 2.1678
H 1.6495 1.4129 2.8587
H -1.1815 0.6322 3.1117
H 0.3414 2.9056 4.0570
H -0.8094 1.8800 4.7945
H -2.6556 2.9429 3.5894
H -1.5406 4.1235 2.8296
H -3.3446 5.7199 5.5770
H -4.0068 4.7980 4.3569
H -2.8850 6.0830 3.9090
C -0.6192 2.7765 -0.7895
O -0.8421 3.4524 -1.8471
N -1.2909 1.7970 -0.3958
N 0.2401 3.1364 0.0626
H -1.3531 1.7994 0.6123
H -2.1275 1.5439 -0.9018
H 0.3603 2.5382 0.8675
H 0.8773 3.8433 -0.2756
C 0.6403 -0.8408 -0.8897
O 0.5819 -2.1691 -1.1536
H 1.2167 -0.6214 0.0090
H 1.0643 -0.3845 -1.7841
H -0.4082 -0.6766 -0.6410
H 1.4444 -2.5863 -1.2139
C 3.1423 -2.3961 1.5612
O 3.7962 -2.3363 0.3010
H 2.2849 -3.0476 1.7299
H 3.9557 -2.6597 2.2373
H 2.8406 -1.4335 1.9742
H 3.9032 -3.2095 -0.0833
C -2.5182 -1.6467 -3.2295
O -1.8735 -2.6925 -2.5870
H -1.8177 -0.8556 -3.4970
H -3.1140 -1.8554 -4.1180
H -3.3285 -1.3760 -2.5525
H -0.9802 -2.4168 -2.3692
*
```

Computed properties:
HOMO energy (alpha / beta) ... -9.2812 / -9.2812 eV

These are the Mulliken partial charges, in e, on atoms 1 to 99: atom 1 (C): -0.83, atom 2 (O): -0.33, atom 3 (C): -0.26, atom 4 (C): -0.88, atom 5 (N): -0.37, atom 6 (C): -0.29, atom 7 (C): -0.80, atom 8 (O): -0.31, atom 9 (C): -0.63, atom 10 (H): 0.30, atom 11 (H): 0.32, atom 12 (H): 0.31, atom 13 (H): 0.30, atom 14 (H): 0.35, atom 15 (H): 0.42, atom 16 (H): 0.35, atom 17 (H): 0.27, atom 18 (H): 0.20, atom 19 (H): 0.29, atom 20 (H): 0.37, atom 21 (H): 0.43, atom 22 (H): 0.15, atom 23 (H): 0.30, atom 24 (H): 0.34, atom 25 (C): -0.53, atom 26 (O): -0.29, atom 27 (C): -0.57, atom 28 (C): -0.69, atom 29 (N): 0.09, atom 30 (C): -0.71, atom 31 (C): -0.47, atom 32 (O): -0.33, atom 33 (C): -0.82, atom 34 (H): -0.02, atom 35 (H): 0.37, atom 36 (H): 0.33, atom 37 (H): 0.32, atom 38 (H): 0.43, atom 39 (H): 0.60, atom 40 (H): 0.34, atom 41 (H): 0.36, atom 42 (H): 0.25, atom 43 (H): 0.55, atom 44 (H): 0.38, atom 45 (H): 0.35, atom 46 (H): 0.34, atom 47 (H): 0.30, atom 48 (H): 0.35, atom 49 (C): -0.89, atom 50 (O): -0.36, atom 51 (C): -0.18, atom 52 (C): -1.23, atom 53 (N): -0.09, atom 54 (C): -0.86, atom 55 (C): -0.59, atom 56 (O): -0.35, atom 57 (C): -0.75, atom 58 (H): 0.29, atom 59 (H): 0.34, atom 60 (H): 0.40, atom 61 (H): 0.38, atom 62 (H): 0.42, atom 63 (H): 0.49, atom 64 (H): 0.47, atom 65 (H): 0.20, atom 66 (H): 0.17, atom 67 (H): 0.66, atom 68 (H): 0.25, atom 69 (H): 0.52, atom 70 (H): 0.32, atom 71 (H): 0.24, atom 72 (H): 0.29, atom 73 (C): -0.84, atom 74 (O): -0.26, atom 75 (C): -1.23, atom 76 (C): 0.04, atom 77 (N): 0.09, atom 78 (C): -0.57, atom 79 (C): -0.40, atom 80 (O): -0.38, atom 81 (C): -0.66, atom 82 (H): 0.33, atom 83 (H): 0.25, atom 84 (H): 0.31, atom 85 (H): 0.57, atom 86 (H): 0.45, atom 87 (H): -0.35, atom 88 (H): 0.58, atom 89 (H): 0.27, atom 90 (H): 0.37, atom 91 (H): 0.30, atom 92 (H): 0.12, atom 93 (H): 0.31, atom 94 (H): 0.29, atom 95 (H): 0.20, atom 96 (H): 0.31, atom 97 (C): 0.58, atom 98 (O): -0.79, atom 99 (N): 0.14

=====

E_tot, record by record: -74784.268 -63759.072 eV